This record from OMol25 describes a single C3H4N2O2 molecule. The level of theory is ωB97M-V with the def2-TZVPD basis set.

```
! RIJCOSX wB97M-V def2-TZVPD def2/J DEFGRID3
* xyz 0 1
N 0.706 -2.020 0.040
C 0.234 -0.857 0.246
O -0.935 2.320 -0.790
N -0.730 -0.415 1.203
C -0.553 1.328 -0.216
H -1.581 -1.096 1.105
C 0.586 0.422 -0.360
H 1.413 1.095 0.119
O -1.313 0.816 0.808
H 1.441 -1.813 -0.746
H 0.733 0.220 -1.408
*
```

Properties
Energy relative to the best compared isomer or geometry (same formula, charge and spin): 3.6456 eV
E_tot: -376.6298 Ha
SMILES: [H]/N=C1\CC(=O)ON1
HOMO level: -10.11 eV
Strongest force on any atom: 4.91 eV Å⁻¹